Run 1
Below is a single C10H13NOS molecule, with properties calculated with the ωB97M-V functional and the def2-TZVPD basis.

Last columns: bonded neighbours and bond lengths (Å).
Positions of all 26 atoms, in Å:
1 C 2.482 -0.668 -1.098  C2 1.536, H14 1.122, H15 1.103, H16 1.062
2 C 1.798 0.707 -1.132  C1 1.536, O3 1.323, N4 1.332
3 O 2.000 1.592 -0.170  C2 1.323
4 N 0.639 0.827 -1.777  C2 1.332, C5 1.501, H17 1.094
5 C -0.182 2.064 -1.550  N4 1.501, C6 1.472, H18 1.003, H19 1.120
6 C -0.983 2.075 -0.316  C5 1.472, S7 1.904, H20 1.113, H21 1.206
7 S -2.175 0.592 -0.360  C6 1.904, C8 1.908
8 C -1.069 -0.569 0.672  S7 1.908, C9 1.371, C13 1.363
9 C -1.109 -1.867 0.230  C8 1.371, C10 1.385, H22 1.177
10 C -0.242 -2.782 0.803  C9 1.385, C11 1.425, H23 1.102
11 C 0.621 -2.217 1.786  C10 1.425, C12 1.330, H24 1.097
12 C 0.365 -1.102 2.464  C11 1.330, C13 1.449, H25 1.144
13 C -0.371 -0.086 1.739  C8 1.363, C12 1.449, H26 1.130
14 H 3.496 -0.423 -0.685  C1 1.122
15 H 2.596 -1.133 -2.091  C1 1.103
16 H 2.171 -1.314 -0.314  C1 1.062
17 H 0.314 -0.106 -2.248  N4 1.094
18 H 0.461 2.821 -1.693  C5 1.003
19 H -0.777 1.996 -2.497  C5 1.120
20 H -0.454 2.167 0.659  C6 1.113
21 H -1.773 2.986 -0.304  C6 1.206
22 H -1.523 -1.911 -0.871  C9 1.177
23 H 0.099 -3.754 0.413  C10 1.102
24 H 1.389 -2.863 2.228  C11 1.097
25 H 1.054 -0.772 3.316  C12 1.144
26 H -0.586 0.978 2.055  C13 1.130

Properties
* total charge: 0
* spin multiplicity: 1
* E_HOMO: -8.551 eV
* E_LUMO: 0.70 eV

Mulliken atomic charge list, values in e, 2 entries: C -1.0464; C 0.7518

=====

Run 2
Below is a single C10H13NOS molecule, with properties calculated with the ωB97M-V functional and the def2-TZVPD basis.

Last columns: bonded neighbours and bond lengths (Å).
Positions of all 26 atoms, in Å:
1 C 2.876 -1.407 -0.171  C2 1.383, S5 1.710, H14 1.080
2 C 1.547 -1.687 -0.434  C1 1.383, C3 1.450, H15 1.109
3 C 0.705 -0.521 -0.247  C2 1.450, C4 1.399, C13 1.467
4 C 1.517 0.601 -0.051  C3 1.399, S5 1.680, C6 1.491
5 S 3.141 0.243 0.186  C1 1.710, C4 1.680
6 C 0.928 1.964 0.082  C4 1.491, C7 1.534, H16 1.150, H17 1.106
7 C -0.573 1.897 0.384  C6 1.534, C8 1.544, H18 1.111, H19 1.091
8 C -1.340 0.919 -0.532  C7 1.544, N9 1.454, C13 1.574, H20 1.144
9 N -2.739 0.900 -0.134  C8 1.454, C10 1.430, H21 0.986
10 C -3.378 -0.352 -0.397  N9 1.430, C11 1.544, H22 1.126, H23 1.073
11 C -2.741 -1.346 0.598  C10 1.544, O12 1.438, H24 1.132, H25 1.093
12 O -1.337 -1.149 0.838  C11 1.438, C13 1.425
13 C -0.761 -0.528 -0.307  C3 1.467, C8 1.574, O12 1.425, H26 1.138
14 H 3.612 -2.194 -0.090  C1 1.080
15 H 1.233 -2.705 -0.744  C2 1.109
16 H 1.572 2.520 0.856  C6 1.150
17 H 1.198 2.494 -0.851  C6 1.106
18 H -0.925 2.940 0.238  C7 1.111
19 H -0.686 1.595 1.426  C7 1.091
20 H -1.151 1.132 -1.641  C8 1.144
21 H -3.167 1.658 -0.597  N9 0.986
22 H -3.062 -0.711 -1.416  C10 1.126
23 H -4.440 -0.242 -0.289  C10 1.073
24 H -2.983 -2.430 0.378  C11 1.132
25 H -3.097 -1.148 1.612  C11 1.093
26 H -1.179 -1.147 -1.166  C13 1.138

Properties
* total charge: 0
* spin multiplicity: 1
* E_HOMO: -8.444 eV
* E_LUMO: 0.91 eV

Mulliken atomic charge list, values in e, 2 entries: C -0.2927; C -1.0604

=====

Most stable to least stable, the ends of the list are run 2 and run 1.